1.
124
Properties=species:S:1:pos:R:3:forces:R:3 method="wB97M-V/def2-TZVPD" homo_ev=-6.707 homo_lumo_gap_ev=6.617 total_energy_ev=-196398.4756
Pb 0.109459 -0.550057 2.469677 -0.203 -0.122 -0.005
C -6.745690 -0.564755 -0.053499 0.046 0.005 0.006
O -6.720664 0.513018 0.857852 0.095 0.070 0.134
C -5.618757 0.634028 1.655198 -0.199 0.021 -0.131
C -5.646717 1.740484 2.535142 0.123 -0.113 -0.016
C -4.571677 1.931606 3.354458 -0.003 -0.042 0.023
C -3.422409 1.106739 3.343521 -0.110 0.055 0.161
C -2.311168 1.441297 4.215151 0.059 0.039 -0.173
C -2.508535 2.454772 5.327519 -0.034 -0.012 0.039
O -1.174715 0.973950 4.101765 0.115 -0.124 0.054
C -3.406549 -0.040475 2.472383 -0.058 0.163 -0.102
O -2.460042 -0.878414 2.401623 0.266 -0.193 -0.021
C -4.557312 -0.229019 1.632788 0.044 0.069 0.054
H -7.690117 -0.489055 -0.587538 0.017 -0.013 0.004
H -6.694958 -1.523487 0.469677 -0.010 -0.015 -0.031
H -5.914466 -0.496644 -0.762160 -0.012 -0.026 0.003
H -6.505358 2.393781 2.546226 -0.060 0.025 -0.012
H -4.600512 2.773922 4.031526 0.012 0.043 0.048
H -3.323455 2.164712 5.990615 -0.028 -0.026 0.011
H -2.750155 3.439851 4.928382 0.032 0.039 -0.051
H -1.580025 2.521359 5.888336 -0.009 -0.010 -0.002
H -4.516873 -1.086735 0.979052 -0.033 -0.031 -0.036
N 1.469009 -1.003643 0.169704 -0.029 -0.030 0.421
S 2.401970 -0.369594 -0.721625 0.082 0.207 -0.415
N 1.781947 0.402814 -2.089395 -0.049 -0.226 -0.016
S 1.393091 1.849191 -2.349990 -0.108 0.121 0.064
N 0.604565 2.781440 -1.409936 0.195 -0.106 0.066
S -0.376024 2.205437 -0.190563 -0.045 0.053 -0.063
N 0.239369 1.681929 1.006995 -0.374 -0.049 0.088
C -1.396939 3.658376 0.001852 -0.041 0.042 0.127
C -1.169847 4.872615 -0.623761 -0.099 0.014 0.047
C -2.005796 5.943750 -0.328467 0.045 -0.016 -0.051
C -3.051797 5.787422 0.567173 -0.029 0.027 0.016
C -3.269763 4.562453 1.184800 0.023 -0.025 -0.001
C -2.435940 3.491315 0.912207 -0.002 0.098 -0.071
C -1.521010 1.161924 -1.105323 -0.024 -0.116 0.063
C -2.238152 1.662814 -2.186201 -0.033 0.068 0.023
C -3.136162 0.840291 -2.840076 -0.052 0.005 -0.050
C -3.316311 -0.473220 -2.416112 0.013 0.020 -0.010
C -2.600404 -0.959145 -1.335967 0.049 0.051 -0.015
C -1.696952 -0.137501 -0.672677 -0.062 -0.107 -0.125
C 2.809445 2.830586 -2.767513 0.010 -0.028 -0.164
C 3.561322 2.409104 -3.858022 0.077 0.086 0.048
C 4.708555 3.108327 -4.186217 -0.013 -0.004 0.036
C 5.095186 4.201889 -3.417835 0.012 -0.030 -0.034
C 4.342274 4.594300 -2.324178 -0.041 0.032 0.040
C 3.180767 3.909810 -1.989547 0.037 0.026 0.004
C 0.495405 1.731961 -3.883869 0.048 0.053 -0.027
C 0.175262 2.923819 -4.522256 -0.044 -0.078 -0.068
C -0.602260 2.880453 -5.666169 0.013 -0.002 0.025
C -1.059747 1.658853 -6.148227 0.005 0.020 -0.015
C -0.741763 0.482659 -5.490612 0.030 -0.069 0.051
C 0.044592 0.509421 -4.345138 -0.033 0.053 -0.070
C 3.592410 0.845117 -0.154256 0.022 -0.049 0.027
C 3.297762 1.550071 0.995274 0.046 0.012 0.209
C 4.209778 2.493721 1.455256 -0.047 -0.004 0.012
C 5.393458 2.713040 0.773225 -0.006 -0.033 -0.065
C 5.678437 1.992245 -0.383954 0.025 0.084 0.053
C 4.777555 1.056145 -0.853007 0.014 -0.062 -0.057
C 3.474604 -1.531133 -1.559466 -0.113 -0.092 -0.082
C 4.262356 -2.293245 -0.702920 -0.046 -0.059 -0.078
C 5.011765 -3.333715 -1.224829 0.016 0.016 0.033
C 4.961303 -3.615348 -2.584967 0.015 -0.005 0.014
C 4.162531 -2.857109 -3.425197 -0.019 0.062 -0.039
C 3.409526 -1.804509 -2.915720 0.177 -0.052 0.077
H -0.357518 4.977082 -1.326229 0.061 0.008 -0.036
H -1.839084 6.900988 -0.804933 0.007 0.006 -0.007
H -3.703080 6.623901 0.785232 0.000 0.009 0.002
H -4.088789 4.430679 1.879022 -0.012 -0.002 -0.003
H -2.599329 2.540160 1.406128 0.033 -0.035 -0.018
H -2.101003 2.688748 -2.506470 -0.010 0.007 0.018
H -3.702029 1.224083 -3.679027 -0.006 0.004 -0.008
H -4.025416 -1.111779 -2.925801 -0.034 -0.019 -0.033
H -2.744575 -1.971751 -0.983952 -0.018 0.019 -0.003
H -1.151908 -0.530519 0.166995 0.078 0.033 0.039
H 3.254607 1.548052 -4.436859 -0.033 -0.043 -0.023
H 5.302615 2.801251 -5.035677 0.014 -0.004 -0.020
H 5.992763 4.747095 -3.676167 0.029 0.009 0.001
H 4.657381 5.434833 -1.721400 0.001 0.016 0.015
H 2.581178 4.192379 -1.135876 -0.022 -0.007 0.010
H 0.522380 3.869308 -4.128681 0.038 0.045 0.044
H -0.854801 3.797554 -6.180045 -0.009 0.021 -0.007
H -1.670997 1.628897 -7.040022 -0.016 0.001 -0.018
H -1.113616 -0.464328 -5.857532 -0.007 -0.012 -0.009
H 0.275478 -0.391919 -3.796936 0.050 -0.041 0.033
H 2.378064 1.369055 1.531071 0.060 -0.017 -0.052
H 3.989126 3.033607 2.365638 0.009 0.020 0.021
H 6.104069 3.437269 1.147690 0.044 0.024 0.002
H 6.605661 2.155974 -0.916175 0.033 0.009 -0.008
H 5.004754 0.485714 -1.744740 -0.023 0.003 -0.005
H 4.265492 -2.083434 0.359632 -0.008 0.014 0.051
H 5.627549 -3.932931 -0.567435 0.006 0.003 0.005
H 5.545488 -4.431921 -2.987454 0.006 -0.020 -0.010
H 4.124309 -3.079768 -4.483478 -0.012 -0.010 -0.011
H 2.788396 -1.204154 -3.561325 -0.077 0.048 -0.041
C -2.173170 -3.863121 4.263416 -0.058 -0.076 -0.046
P -0.465838 -3.244736 4.038500 0.191 0.329 0.001
C 0.113743 -3.204675 5.768234 0.020 -0.024 0.078
C 0.416592 -4.680145 3.313809 -0.137 0.023 0.064
C 1.082354 -5.607982 4.111100 0.007 -0.045 0.049
C 1.768712 -6.673546 3.553595 -0.002 -0.022 -0.057
C 1.788709 -6.833722 2.175815 -0.022 0.009 0.075
C 1.123284 -5.921687 1.373957 0.097 -0.009 -0.068
C 0.446473 -4.833980 1.920024 -0.106 0.027 -0.154
P -0.388894 -3.597291 0.831446 0.090 0.084 0.197
C -1.969687 -4.481659 0.507857 -0.055 -0.092 -0.091
C 0.443237 -3.895672 -0.776442 -0.036 -0.046 -0.080
H -2.188126 -4.832362 4.764751 -0.037 -0.010 0.005
H -2.678071 -3.933475 3.301694 0.028 -0.001 0.061
H -2.725885 -3.132420 4.854645 0.033 0.027 0.032
H -0.126339 -4.103945 6.339590 -0.002 -0.007 -0.024
H -0.374628 -2.352667 6.243576 0.003 0.009 0.009
H 1.187838 -3.015937 5.786302 -0.024 0.006 -0.024
H 1.075040 -5.498407 5.187074 0.010 0.015 0.005
H 2.284638 -7.376160 4.194130 0.028 -0.018 0.015
H 2.323398 -7.661005 1.728058 0.006 -0.027 -0.010
H 1.153597 -6.047617 0.298798 0.006 -0.040 0.033
H -1.797666 -5.530496 0.260076 -0.010 -0.030 -0.007
H -2.474385 -4.003755 -0.333704 -0.006 -0.013 0.003
H -2.630993 -4.420508 1.369175 0.004 0.001 -0.029
H 0.177332 -4.856706 -1.225806 0.011 0.049 0.019
H 1.522791 -3.834774 -0.650709 0.051 0.047 0.028
H 0.155739 -3.089833 -1.451758 -0.049 0.025 -0.035
Br 2.558392 -0.801859 3.917394 0.080 0.012 0.038

2.
10
Properties=species:S:1:pos:R:3:forces:R:3 method="wB97M-V/def2-TZVPD" homo_ev=-2.641 total_charge=-1 homo_lumo_gap_ev=7.505 total_energy_ev=-5705.6939
C -1.092076 -0.442780 0.050258 0.851 -1.397 -0.184
O -2.092636 0.202861 0.583466 -0.386 0.835 0.089
C 0.200113 0.499502 -0.106181 -0.932 4.055 2.077
N 1.835247 0.276753 -0.242871 -2.778 -2.285 -0.326
H -1.303101 -0.863093 -0.968037 0.136 -0.159 -0.101
H -0.753283 -1.313817 0.686128 0.242 -0.156 -0.224
H 1.062925 -0.429123 -0.597721 2.985 -1.142 -1.038
H 0.135305 1.053185 0.829259 -0.264 0.063 0.079
H -0.009497 1.246900 -0.871482 -0.019 -0.180 -0.223
H 2.017004 -0.230384 0.637177 0.165 0.365 -0.148